Entry 1
ORCA calculation (wB97M-V/def2-TZVPD) on a 2-piece molecular cluster, C3H4S overall.

Each line ends with the Löwdin charge.
Geometry (Å):
C 1.943 0.784 0.011  -0.046
C 0.935 0.155 -0.199  -0.110
C -0.917 -0.819 -0.345  -0.476
S -2.045 0.461 0.042  0.667
H 2.898 1.041 0.355  -0.012
H -0.561 -1.508 0.551  0.080
H -0.960 -1.152 -1.392  0.031
H -1.294 1.038 0.977  -0.133

Output
Lowest unoccupied orbital energy, Eh: 0.0048
HOMO level, eV: -9.47
Kohn-Sham gap, eV: 9.6


Entry 2
ORCA calculation (wB97M-V/def2-TZVPD) on one molecule with the formula C3H4S.

Each line ends with the Löwdin charge.
Geometry (Å):
C -0.787 -0.120 0.358  -0.102
C 0.593 0.234 0.317  -0.168
C 1.778 0.497 0.277  -0.585
S 3.395 0.965 0.217  0.733
H -0.655 -1.105 0.717  0.071
H -1.422 -0.016 -0.567  0.116
H -1.266 0.272 1.136  0.027
H 3.396 0.626 1.555  -0.092

Output
SMILES: CC#CS
Lowest unoccupied orbital energy, Eh: 0.0298
HOMO level, eV: -8.46
Kohn-Sham gap, eV: 9.3


Least stable structure: entry 1


Entry 1
ORCA calculation (wB97M-V/def2-TZVPD) on C3H4S as an isolated structure.

Each line ends with the Löwdin charge.
Geometry (Å):
C -0.191 0.576 0.302  -0.336
C 0.901 1.242 -0.002  -0.423
C 0.373 -0.853 0.276  -0.437
S 2.010 -0.149 -0.045  0.802
H -1.163 0.949 0.645  0.098
H 1.002 2.244 -0.069  0.032
H 0.260 -1.658 1.063  0.061
H -0.613 -1.237 -1.382  0.203

Output
Lowest unoccupied orbital energy, Eh: -0.0174
HOMO level, eV: -8.68
Kohn-Sham gap, eV: 8.2


Entry 2
ORCA calculation (wB97M-V/def2-TZVPD) on C3H4S as an isolated structure.

Each line ends with the Löwdin charge.
Geometry (Å):
C 0.027 0.410 0.056  -0.578
C -1.073 1.139 -0.034  -0.044
C 0.881 -1.341 -0.006  -0.341
S 1.721 0.262 -0.015  0.780
H -0.840 2.214 0.177  0.079
H -1.977 0.745 -0.184  0.003
H 0.469 -1.628 1.030  0.060
H 0.791 -1.801 -1.026  0.041

Output
Lowest unoccupied orbital energy, Eh: 0.0306
HOMO level, eV: -8.46
Kohn-Sham gap, eV: 9.3


Least stable structure: entry 1


Entry 1
ORCA calculation (wB97M-V/def2-TZVPD) on one molecule with the formula C9H8N2O.

Each line ends with the Löwdin charge.
Geometry (Å):
C 1.530 2.022 -0.785  0.093
C 1.629 0.754 -0.353  -0.085
C 2.663 0.127 0.526  -0.394
O 3.541 0.666 1.188  0.093
N 2.415 -1.326 0.565  0.131
C 1.419 -1.654 -0.161  -0.098
C 0.590 -0.597 -0.834  -0.100
C -0.688 -0.467 -0.124  -0.263
C -0.991 0.007 1.140  -0.047
C -2.378 0.062 1.277  -0.109
C -2.900 -0.250 0.075  -0.145
N -1.889 -0.519 -0.797  0.065
H 0.903 2.311 -1.590  0.050
H 1.921 2.960 -0.336  0.090
H 1.326 -2.728 -0.172  0.119
H 0.382 -0.661 -1.825  0.101
H -0.408 -0.019 2.088  0.132
H -2.925 0.205 2.182  0.095
H -3.924 -0.249 -0.330  0.122
H -2.217 -0.645 -1.733  0.150

Output
SMILES: C=C1C(=O)N=C[C@H]1c1ccc[nH]1
Lowest unoccupied orbital energy, Eh: -0.0091
HOMO level, eV: -8.43
Kohn-Sham gap, eV: 8.2


Entry 2
ORCA calculation (wB97M-V/def2-TZVPD) on a 2-piece molecular cluster, C9H8N2O overall.

Each line ends with the Löwdin charge.
Geometry (Å):
C 6.544 -0.491 -0.545  0.190
C 5.623 0.299 -0.586  -0.035
C 4.566 1.149 -0.124  -0.406
O 4.775 2.319 0.212  0.127
C 3.365 0.441 0.310  -0.098
N 2.437 -0.011 0.833  0.209
H 7.318 -1.236 -0.512  0.055
C -0.635 -1.008 -0.262  -0.126
C -2.113 -0.871 -0.337  -0.161
C -2.755 0.183 0.171  -0.135
C -4.190 0.195 0.655  -0.184
C -5.004 1.097 -0.194  -0.213
N -5.508 1.884 -0.912  0.124
H -0.182 -1.339 -1.200  0.069
H -0.247 -0.016 -0.016  0.053
H -0.253 -1.715 0.502  0.085
H -2.690 -1.722 -0.676  0.103
H -2.236 1.121 0.311  0.109
H -4.583 -0.834 0.682  0.118
H -4.233 0.553 1.689  0.117

Output
SMILES: C#CC(=O)C#N.C/C=C/CC#N
Lowest unoccupied orbital energy, Eh: -0.0578
HOMO level, eV: -9.56
Kohn-Sham gap, eV: 8.0


Least stable structure: entry 2


Entry 1
ORCA calculation (wB97M-V/def2-TZVPD) on one molecule with the formula C19H21ClN4O3.

Each line ends with the Löwdin charge.
Geometry (Å):
C 0.760 -5.316 -1.716  -0.029
C -0.451 -4.430 -1.279  -0.341
N -0.520 -4.380 0.192  0.037
O -1.685 -4.661 0.582  -0.009
C -0.292 -2.974 -1.703  -0.208
C -1.267 -2.397 -2.478  -0.032
C -1.129 -1.051 -2.864  -0.051
C -0.052 -0.257 -2.418  -0.019
C 0.909 -0.826 -1.516  -0.113
C 2.068 0.030 -0.924  -0.462
C 2.893 0.597 -2.094  -0.031
C 3.054 -0.768 0.000  -0.024
N 1.385 1.084 -0.166  0.124
C 1.942 2.247 0.349  -0.514
O 3.142 2.448 0.339  0.061
N 1.156 3.191 0.950  0.146
C -0.174 2.988 1.224  -0.224
C -1.037 2.511 0.248  -0.033
C -2.344 2.243 0.600  -0.092
C -2.852 2.455 1.879  -0.564
Cl -4.507 2.056 2.182  0.744
C -2.015 3.083 2.829  -0.156
C -2.407 3.462 4.190  -0.501
N -3.391 2.775 4.846  0.131
O -1.900 4.381 4.836  0.039
C -0.717 3.344 2.475  0.063
C 0.719 -2.190 -1.147  0.026
H 0.883 -5.289 -2.799  0.085
H 0.571 -6.363 -1.402  0.087
H 1.653 -4.998 -1.227  0.059
H -1.370 -4.861 -1.683  0.131
H -2.092 -2.992 -2.833  0.111
H -1.892 -0.645 -3.485  0.091
H 0.045 0.719 -2.805  0.093
H 3.006 -0.150 -2.863  0.083
H 3.892 0.921 -1.733  0.091
H 2.425 1.492 -2.503  0.085
H 3.818 -0.141 0.419  0.070
H 2.470 -1.189 0.820  0.082
H 3.482 -1.580 -0.638  0.100
H 0.390 0.996 0.025  0.102
H 1.685 3.879 1.416  0.147
H -0.800 2.307 -0.798  0.124
H -2.987 1.780 -0.135  0.108
H -4.003 2.147 4.302  0.018
H -3.758 3.204 5.700  0.123
H -0.109 3.800 3.279  0.145
H 1.406 -2.684 -0.471  0.101

Output
SMILES: C[C@@H](N=O)c1cccc(C(C)(C)NC(=O)Nc2ccc(Cl)c(C(N)=O)c2)c1
Lowest unoccupied orbital energy, Eh: -0.0185
HOMO level, eV: -8.92
Kohn-Sham gap, eV: 8.4


Entry 2
ORCA calculation (wB97M-V/def2-TZVPD) on one molecule with the formula C19H21ClN4O3.

Each line ends with the Löwdin charge.
Geometry (Å):
C 4.318 -4.090 -0.460  -0.079
O 3.235 -3.805 -1.312  -0.114
C 2.604 -2.614 -1.184  -0.308
C 2.937 -1.618 -0.273  -0.011
C 2.222 -0.435 -0.226  -0.021
C 1.156 -0.214 -1.090  -0.232
N 0.457 0.995 -0.979  0.153
C -0.693 1.368 -1.590  -0.456
O -1.280 0.744 -2.446  0.071
C -1.242 2.686 -1.016  -0.030
N -1.348 2.577 0.412  0.019
C -2.059 1.608 1.097  -0.359
N -2.920 0.783 0.452  0.092
C -3.310 -0.471 1.053  -0.136
C -2.398 -1.641 0.618  -0.424
C -1.063 -1.611 1.351  -0.028
O -3.001 -2.884 0.902  -0.030
N -1.853 1.628 2.385  0.177
C -0.950 2.640 2.600  -0.226
C -0.371 3.089 3.778  -0.020
C 0.539 4.126 3.696  -0.104
C 0.873 4.712 2.478  -0.108
C 0.304 4.282 1.291  -0.036
C -0.606 3.246 1.369  -0.179
C 0.811 -1.197 -2.013  -0.033
C 1.527 -2.376 -2.051  -0.577
Cl 1.098 -3.596 -3.186  0.736
H 4.657 -5.085 -0.741  0.096
H 5.137 -3.376 -0.599  0.097
H 4.012 -4.095 0.591  0.098
H 3.756 -1.757 0.414  0.107
H 2.496 0.320 0.497  0.118
H 0.819 1.618 -0.267  0.144
H -2.218 2.888 -1.472  0.140
H -0.568 3.511 -1.260  0.132
H -2.849 0.760 -0.556  0.117
H -3.269 -0.343 2.135  0.122
H -4.342 -0.685 0.754  0.124
H -2.220 -1.553 -0.469  0.140
H -0.604 -0.631 1.267  0.061
H -1.231 -1.833 2.400  0.091
H -0.392 -2.356 0.934  0.079
H -3.831 -2.957 0.418  0.092
H -0.630 2.635 4.721  0.109
H 1.006 4.494 4.598  0.098
H 1.590 5.519 2.457  0.097
H 0.564 4.747 0.350  0.102
H -0.011 -1.044 -2.692  0.102

Output
SMILES: COc1ccc(NC(=O)Cn2c(NC[C@@H](C)O)nc3ccccc32)cc1Cl
Lowest unoccupied orbital energy, Eh: 0.0213
HOMO level, eV: -7.91
Kohn-Sham gap, eV: 8.5


Least stable structure: entry 1